*a*
Molecular formula: C3H9NO
Method: DFT, ωB97M-V/def2-TZVPD

Results
- Spin multiplicity: 1
- Orbital gap: 10.76 eV
- SMILES: NC=O.CC
- HOMO energy: -10.0224 eV

Each line ends with the natural charge from an NBO analysis.
Cartesian coordinates (Å):
N1 0.10854 0.12378 2.24406  -0.816
C1 -1.15451 -0.09973 1.94753  0.516
O1 -1.74862 -1.19091 1.90586  -0.610
H1 0.43115 1.10752 2.35862  0.412
H2 0.65312 -0.74933 2.45720  0.409
H3 -1.43065 0.84905 1.38666  0.089
C2 1.76970 0.05516 -2.89219  -0.600
C3 0.53942 0.84576 -2.51098  -0.608
H4 1.73325 -0.89978 -2.39216  0.207
H5 1.70701 -0.23693 -4.01533  0.195
H6 2.66970 0.56769 -2.78435  0.203
H7 -0.36928 0.28649 -2.70641  0.207
H8 0.35612 1.76484 -3.06534  0.202
H9 0.55114 1.16404 -1.46036  0.194

*b*
Molecular formula: C3H9NO
Method: DFT, ωB97M-V/def2-TZVPD

Results
- Spin multiplicity: 1
- Orbital gap: 10.29 eV
- SMILES: C=CO.CN
- HOMO energy: -9.2768 eV

Each line ends with the natural charge from an NBO analysis.
Cartesian coordinates (Å):
C1 -0.01462 1.45769 1.46971  -0.534
C2 1.05626 1.08384 0.78466  0.147
O1 1.35502 1.64764 -0.45407  -0.688
H1 -0.14234 1.29180 2.52927  0.219
H2 -0.83470 1.94980 0.95134  0.195
H3 1.84497 0.48269 1.21691  0.189
H4 0.94519 2.50233 -0.35137  0.479
C3 -0.48189 -0.99201 -1.07838  -0.436
N1 -0.45424 -2.31591 -0.41925  -0.825
H5 -0.54734 -0.15091 -0.39378  0.205
H6 0.47288 -0.70130 -1.52799  0.190
H7 -1.20661 -0.97971 -1.89483  0.170
H8 -0.76178 -3.03140 -1.06465  0.348
H9 -1.23078 -2.24455 0.23245  0.343

*c*
Molecular formula: C3H9NO
Method: DFT, ωB97M-V/def2-TZVPD

Results
- Spin multiplicity: 1
- Orbital gap: 9.22 eV
- SMILES: CNCCO
- HOMO energy: -8.2492 eV

Each line ends with the natural charge from an NBO analysis.
Cartesian coordinates (Å):
C1 -0.98910 1.87813 0.19993  -0.391
N1 -0.73632 0.60607 -0.40670  -0.665
C2 -0.05399 -0.38776 0.39238  -0.233
C3 1.04485 -1.07741 -0.39096  -0.073
O1 1.74711 -2.10365 0.27224  -0.709
H1 -1.94770 1.93358 0.74580  0.159
H2 -0.22115 2.11165 0.93070  0.197
H3 -1.15545 2.61754 -0.58736  0.199
H4 -1.05904 0.17432 -1.23869  0.383
H5 -0.70704 -1.18557 0.79655  0.153
H6 0.31178 0.01892 1.31495  0.193
H7 1.79944 -0.34805 -0.72009  0.171
H8 0.66531 -1.30091 -1.39688  0.150
H9 1.30129 -2.93686 0.08814  0.467

*d*
Molecular formula: C3H9NO
Method: DFT, ωB97M-V/def2-TZVPD

Results
- Spin multiplicity: 1
- Orbital gap: 10.35 eV
- SMILES: NCCCO
- HOMO energy: -9.5067 eV

Each line ends with the natural charge from an NBO analysis.
Cartesian coordinates (Å):
N1 -0.88655 -1.61895 -0.27675  -0.828
C1 -0.52595 -0.69851 0.87879  -0.221
C2 0.60638 0.31477 0.71734  -0.451
C3 0.70576 0.89147 -0.75426  -0.065
O1 -0.55601 1.35603 -1.29982  -0.738
H1 -0.08772 -2.22237 -0.51383  0.345
H2 -0.98902 -1.02767 -1.10002  0.362
H3 -1.43612 -0.02298 1.18298  0.177
H4 -0.29939 -1.36450 1.77485  0.199
H5 1.54732 -0.23270 0.91999  0.204
H6 0.48325 1.14181 1.36841  0.203
H7 1.60186 1.56985 -0.87955  0.173
H8 0.96149 0.03777 -1.41352  0.169
H9 -1.12529 1.87597 -0.60461  0.471

Which one sits at the bottom of the stability order? *b* does.

*a*
Molecular formula: C3H9NO
Method: DFT, ωB97M-V/def2-TZVPD

Results
- Spin multiplicity: 1
- Orbital gap: 8.67 eV
- SMILES: C=CNC.O
- HOMO energy: -7.8864 eV

Each line ends with the natural charge from an NBO analysis.
Cartesian coordinates (Å):
C1 -1.70367 0.89199 -0.04070  -0.494
C2 -0.42643 0.84209 -0.37423  0.005
N1 0.04543 -0.24396 -1.13801  -0.625
C3 1.49085 -0.47038 -1.18507  -0.413
H1 -2.39484 0.07978 -0.20691  0.185
H2 -2.15708 1.77484 0.39086  0.205
H3 0.32653 1.54643 -0.07604  0.195
H4 -0.47867 -1.09208 -1.01518  0.371
H5 1.74940 -1.52156 -0.99793  0.191
H6 1.88381 -0.28003 -2.18159  0.191
H7 2.00017 0.15410 -0.45589  0.188
O1 -0.09014 -0.16369 2.56017  -0.922
H8 -0.70142 -0.88146 2.80223  0.464
H9 0.45606 -0.63607 1.91830  0.459

*b*
Molecular formula: C3H9NO
Method: DFT, ωB97M-V/def2-TZVPD

Results
- Spin multiplicity: 1
- Orbital gap: 8.32 eV
- HOMO energy: -7.2910 eV

Each line ends with the natural charge from an NBO analysis.
Cartesian coordinates (Å):
C1 0.95106 -0.58594 0.80671  -0.169
C2 -1.06069 -0.05573 0.40150  -0.619
C3 -1.29268 -0.17811 -1.08793  -0.630
N1 1.73541 0.54936 0.89700  -0.365
O1 2.03924 0.90386 -0.48749  -0.639
H1 2.51310 1.73656 -0.37628  0.473
H2 0.25408 0.52517 0.78507  0.450
H3 0.81825 -1.07447 1.76736  0.224
H4 1.01200 -1.23046 -0.07346  0.211
H5 -1.40600 0.90408 0.80843  0.219
H6 -1.51608 -0.84883 0.99397  0.211
H7 -2.35857 -0.14692 -1.33622  0.212
H8 -0.78957 0.62544 -1.62834  0.221
H9 -0.89955 -1.12399 -1.47030  0.201

*c*
Molecular formula: C3H9NO
Method: DFT, ωB97M-V/def2-TZVPD

Results
- Spin multiplicity: 1
- Orbital gap: 9.39 eV
- SMILES: C/C=C/N.O
- HOMO energy: -8.5485 eV

Each line ends with the natural charge from an NBO analysis.
Cartesian coordinates (Å):
C1 1.02667 0.90519 -0.91525  -0.652
C2 0.52056 1.11003 0.52727  -0.251
C3 -0.70543 0.68629 0.94184  -0.006
N1 -1.30684 0.64483 2.20942  -0.863
H1 2.06850 1.07883 -1.23372  0.228
H2 0.52271 1.27599 -1.76577  0.218
H3 0.94310 -0.26818 -1.09509  0.195
H4 1.27834 1.63907 1.10670  0.204
H5 -1.42562 0.28352 0.17442  0.164
H6 -1.36167 -0.21580 2.67588  0.386
H7 -1.04311 1.49667 2.70367  0.377
O1 0.23309 -2.99054 -1.69250  -0.929
H8 -0.16616 -2.14845 -1.53661  0.463
H9 -0.58413 -3.49746 -2.10027  0.466

Which one sits at the bottom of the stability order? *b* does.

*a*
Molecular formula: C3H9IN3
Method: DFT, ωB97M-V/def2-TZVPD

Results
- Spin multiplicity: 1
- Orbital gap: 9.48 eV
- Net charge: +1
- SMILES: [H]/N=N/[C@H](CI)[NH2+]C
- HOMO energy: -13.6047 eV

Each line ends with the natural charge from an NBO analysis.
Cartesian coordinates (Å):
H1 0.36772 -3.38562 -0.88140  0.352
N1 0.17109 -2.72050 -0.12501  -0.246
N2 0.38267 -1.59435 -0.62797  -0.187
C1 0.23027 -0.48695 0.28990  0.027
C2 -1.30483 -0.62225 1.26520  -0.483
I1 -2.73653 0.12733 -0.15874  0.125
N3 0.38570 0.62027 -0.61736  -0.561
C3 0.82351 2.06454 -0.26428  -0.428
H2 1.08200 -0.54257 1.00295  0.247
H3 -1.35802 0.01011 2.11564  0.239
H4 -1.47269 -1.67529 1.35375  0.254
H5 1.10796 0.24466 -1.31657  0.460
H6 -0.41744 0.71519 -1.24452  0.451
H7 1.68788 1.91566 0.38739  0.239
H8 1.04464 2.54791 -1.26932  0.246
H9 0.00606 2.78185 0.09033  0.265

*b*
Molecular formula: C3H9IN3
Method: DFT, ωB97M-V/def2-TZVPD

Results
- Spin multiplicity: 1
- Orbital gap: 9.38 eV
- Net charge: +1
- HOMO energy: -13.5882 eV

Each line ends with the natural charge from an NBO analysis.
Cartesian coordinates (Å):
C1 1.61540 0.89588 -0.79585  -0.451
C2 -1.41143 -1.54044 -0.08840  -0.451
C3 -0.37420 0.06742 0.15270  0.034
N1 -1.41420 1.33857 1.65043  -0.251
N2 -0.56379 0.46243 1.49235  -0.211
N3 1.04574 -0.24889 -0.14429  -0.557
I1 -0.95817 -1.97973 -2.14257  0.178
H1 1.28830 1.79382 -0.24168  0.247
H2 2.65016 0.81241 -1.20015  0.266
H3 1.02148 1.03493 -1.72014  0.236
H4 -2.41817 -1.32728 0.20499  0.243
H5 -0.89056 -2.14832 0.54980  0.198
H6 -0.85077 0.84521 -0.61203  0.250
H7 -1.50541 1.46029 2.66015  0.348
H8 1.43338 -0.25157 0.80844  0.448
H9 1.33224 -1.21475 -0.57374  0.473

*c*
Molecular formula: C3H9IN3
Method: DFT, ωB97M-V/def2-TZVPD

Results
- Spin multiplicity: 1
- Orbital gap (alpha / beta): 7.16 / 7.20 eV
- Net charge: +1
- SMILES: N[C@@H]1CC[N@@H+](I)N1
- HOMO energy (alpha / beta): -13.4470 / -13.4804 eV

Each line ends with the natural charge from an NBO analysis.
Cartesian coordinates (Å):
N1 1.85459 -1.11112 -0.12364  -0.857
C1 0.55701 -0.60181 -0.54927  0.088
C2 0.52684 0.93354 -0.56362  -0.482
C3 -0.48062 1.38174 0.48880  -0.131
N2 -1.34217 -0.17965 0.71122  -0.279
I1 -3.26260 0.11016 -0.82161  0.109
N3 -0.44521 -1.06954 0.38944  -0.355
H1 2.25131 -1.07100 0.80589  0.408
H2 2.16784 -1.86629 -0.67879  0.396
H3 0.22404 -0.84914 -1.62836  0.242
H4 0.16936 1.38768 -1.43257  0.245
H5 1.63787 1.25852 -0.31973  0.282
H6 0.00086 1.64132 1.45930  0.235
H7 -1.22309 2.11104 0.12913  0.248
H8 -1.79622 -0.13434 1.60801  0.436
H9 -0.83982 -1.94110 0.52581  0.415

Which one sits at the bottom of the stability order? *b* does.